Molecular formula: C30H45BrCrN4OP2
Method: DFT, ωB97M-V with the def2-TZVPD basis set

ORCA input file:
```
! RIJCOSX wB97M-V def2-TZVPD def2/J DEFGRID3
* xyz 2 5
C -0.792 4.420 -2.292
C -1.210 3.380 -3.145
C -1.338 3.647 -4.523
C -1.164 4.964 -4.963
N -0.837 5.945 -4.124
C -0.646 5.701 -2.831
C -1.475 2.089 -2.615
C -1.626 1.387 -1.458
C -1.873 1.186 -0.085
C -0.937 0.485 0.709
C -1.367 -0.283 1.770
C -2.712 -0.233 2.182
C -3.583 0.668 1.546
C -3.168 1.374 0.431
Cr -1.569 0.252 -2.927
P 2.491 -1.470 0.582
H -1.536 2.862 -5.249
H -0.565 4.240 -1.242
H -1.289 5.222 -6.019
H -0.368 6.541 -2.188
H -3.842 2.047 -0.091
H 0.113 0.490 0.428
H -4.596 0.787 1.915
H -0.663 -0.932 2.282
C 2.438 -3.039 1.579
C 3.160 -4.272 1.054
H 1.360 -3.254 1.669
H 2.799 -2.782 2.587
H 3.077 -5.069 1.801
H 2.716 -4.650 0.127
H 4.229 -4.098 0.884
C 3.409 -1.939 -0.957
C 3.711 -0.716 -1.831
H 2.776 -2.653 -1.512
H 4.336 -2.462 -0.678
H 3.917 -1.047 -2.857
H 2.868 -0.012 -1.863
H 4.598 -0.177 -1.472
C 3.796 -0.524 1.495
C 5.166 -1.182 1.608
H 3.376 -0.313 2.493
H 3.875 0.444 0.976
H 5.826 -0.520 2.179
H 5.132 -2.141 2.137
H 5.639 -1.338 0.632
Br -3.291 -1.360 3.466
P -1.766 -1.764 -2.211
C -0.210 -2.485 -1.488
C -0.205 -4.001 -1.354
H -0.116 -1.986 -0.508
H 0.643 -2.160 -2.099
H 0.831 -4.362 -1.357
H -0.680 -4.329 -0.421
H -0.735 -4.454 -2.201
C -2.844 -2.206 -0.781
C -3.760 -3.339 -1.227
H -3.389 -1.293 -0.527
H -2.258 -2.469 0.106
H -4.400 -3.665 -0.402
H -4.394 -2.988 -2.045
H -3.186 -4.200 -1.587
C -3.151 -0.985 -3.182
C -3.367 -0.988 -4.671
H -0.344 -0.436 -2.236
H -4.089 -0.830 -2.620
H -3.137 -0.008 -5.131
H -2.771 -1.765 -5.168
H -4.429 -1.185 -4.875
C -0.872 4.598 3.727
N -0.054 3.406 3.849
C 0.492 3.076 5.042
C 1.241 1.943 5.144
C 1.302 1.123 3.987
N 0.890 1.502 2.794
C 0.283 2.718 2.664
O -0.025 3.219 1.572
N 1.875 -0.132 4.075
H -1.617 4.450 2.944
H -0.260 5.470 3.467
H -1.367 4.781 4.684
H 0.269 3.761 5.864
H 1.713 1.619 6.066
H 2.088 -0.459 5.009
H 1.440 -0.841 3.485
*
```

The expectation value of S² is 6.057. As for the total energy: -5764.74270 a.u. The frontier orbital gap (spin up / spin down) comes out at 0.233 / 0.127 Eh. The lowest unoccupied orbital energy (spin up / spin down) comes out at -6.66 / -9.41 eV.

Here are the Löwdin charges for atoms 1 to 5, given in e:
1 C 0.02
2 C -0.24
3 C -0.01
4 C -0.12
5 N 0.07